1) Below is an isolated ion of composition C5H7N2 and charge +1, with properties calculated with wB97M-V/def2-TZVPD.

Positions of all 14 atoms, in Å:
C  -0.406  -1.213  0.187
C  -0.097  1.126  -0.012
C  -1.016  -0.097  0.067
C  1.820  -0.103  0.053
C  -2.502  0.197  -0.012
N  1.149  1.029  0.187
N  3.070  -0.370  -0.126
H  0.000  -2.139  0.402
H  -0.681  2.008  -0.108
H  -2.903  0.423  -1.017
H  -2.689  0.772  0.860
H  -2.948  -0.727  0.073
H  3.462  -1.259  -0.355
H  3.740  0.352  -0.198

Its net charge is +1. As for the HOMO energy (alpha / beta): -13.29 / -13.29 eV. For the molar mass, the calculation gives 95.125 g mol⁻¹.

2) Below is an isolated ion of composition C5H7N2 and charge +1, with properties calculated with wB97M-V/def2-TZVPD.

Positions of all 14 atoms, in Å:
C  1.259  -1.584  0.022
C  0.201  -0.790  -0.003
N  -1.144  -1.065  -0.019
C  -1.879  0.070  0.001
C  -1.074  1.164  0.026
N  0.240  0.771  0.005
C  1.308  1.484  -0.018
H  2.268  -1.220  0.044
H  1.135  -2.654  0.016
H  -1.519  -2.000  -0.042
H  -2.951  0.046  -0.011
H  -1.350  2.198  0.036
H  2.278  1.022  -0.059
H  1.228  2.559  0.002

The structure (SMILES) is C=c1[nH]cc[n+]1=C. Its net charge is +1. As for the HOMO energy (alpha / beta): -12.81 / -12.81 eV. For the molar mass, the calculation gives 95.125 g mol⁻¹.

Name the most stable of them. 2).

1) Below is an isolated ion of composition C5H7N2 and charge +1, with properties calculated with wB97M-V/def2-TZVPD.

Positions of all 14 atoms, in Å:
C  0.537  -1.879  -0.009
C  -0.133  -0.712  -0.009
N  -1.506  -0.550  -0.004
C  -1.797  0.766  0.013
C  -0.622  1.477  0.016
N  0.379  0.579  -0.003
C  2.039  0.848  -0.001
H  1.610  -1.923  -0.004
H  0.013  -2.817  -0.010
H  -2.165  -1.314  -0.012
H  -2.806  1.131  0.023
H  -0.467  2.537  0.027
H  2.634  -0.027  -0.055
H  2.283  1.886  0.029

The structure (SMILES) is C=c1[nH]cc[n+]1=C. Its net charge is +1. As for the HOMO energy (alpha / beta): -13.81 / -12.69 eV. For the molar mass, the calculation gives 95.125 g mol⁻¹.

2) Below is C5H7N2 as an isolated structure, with properties calculated with wB97M-V/def2-TZVPD.

Positions of all 14 atoms, in Å:
C  2.083  0.214  1.675
C  0.272  -0.127  2.406
C  0.027  -0.185  0.924
C  -1.193  -0.602  0.288
C  1.546  -0.010  -0.897
N  1.438  0.399  2.759
N  1.067  0.296  0.350
H  -0.302  -0.686  3.214
H  -1.921  0.267  0.244
H  -1.694  -1.293  0.965
H  -1.009  -1.038  -0.635
H  2.207  -0.841  -0.971
H  0.678  -0.290  -1.499
H  2.080  0.884  -1.385

Its net charge is +1. As for the HOMO energy (alpha / beta): -14.96 / -14.78 eV. For the molar mass, the calculation gives 95.125 g mol⁻¹.

3) Below is C5H7N2 as an isolated structure, with properties calculated with wB97M-V/def2-TZVPD.

Positions of all 14 atoms, in Å:
C  -0.610  -0.401  0.623
C  0.686  -0.399  0.048
C  1.075  0.350  -1.040
C  -0.915  1.872  -1.158
C  1.642  -1.332  0.680
N  -1.759  0.215  0.205
N  -1.893  1.397  -0.544
H  -0.824  -1.020  1.391
H  -1.022  2.822  -1.623
H  0.198  1.315  -1.501
H  1.503  -2.352  0.297
H  2.623  -1.128  0.115
H  1.829  -1.186  1.776
H  -2.532  -0.151  0.731

Its net charge is +1. As for the HOMO energy (alpha / beta): -14.98 / -14.98 eV. For the molar mass, the calculation gives 95.125 g mol⁻¹.

Name the most stable of them. 1).

1) Below is a 2-piece molecular cluster, C5H7N2 overall, with properties calculated with wB97M-V/def2-TZVPD.

Positions of all 14 atoms, in Å:
C  -1.388  -1.056  -0.651
C  -0.722  0.205  -0.468
C  0.363  0.284  0.403
C  3.374  -0.222  1.960
C  -1.322  1.423  -0.951
N  -0.925  -2.067  -0.069
N  1.389  0.228  0.940
H  -2.292  -1.019  -1.259
H  3.678  0.872  1.916
H  3.790  -1.201  1.758
H  -1.653  1.337  -1.893
H  -2.113  1.810  -0.393
H  -0.623  2.261  -1.064
H  -1.554  -2.855  -0.231

Its net charge is +1. As for the HOMO energy (alpha / beta): -13.06 / -14.40 eV. For the molar mass, the calculation gives 95.125 g mol⁻¹.

2) Below is an isolated ion of composition C5H7N2 and charge +1, with properties calculated with wB97M-V/def2-TZVPD.

Positions of all 14 atoms, in Å:
N  1.828  -0.681  -0.045
C  1.363  0.661  0.054
C  -0.179  0.521  -0.038
C  -0.781  -1.005  -0.041
N  -2.096  -0.840  0.082
C  -2.384  0.414  -0.200
C  -1.268  1.354  -0.023
H  2.691  -0.758  -0.609
H  1.668  -1.155  0.855
H  1.717  1.300  -0.766
H  1.626  1.304  0.841
H  -0.087  -1.800  -0.304
H  -2.734  -1.698  0.095
H  -1.363  2.383  0.098

The structure (SMILES) is NCC1=C[NH+]=C=C1. Its net charge is +1. As for the HOMO energy (alpha / beta): -13.84 / -13.78 eV. For the molar mass, the calculation gives 95.125 g mol⁻¹.

Name the most stable of them. 2).

1) Below is a 2-piece molecular cluster, C3H3F3O overall, with properties calculated with wB97M-V/def2-TZVPD.

Positions of all 10 atoms, in Å:
C  2.203  -0.559  0.392
C  1.731  0.661  0.231
C  -0.595  0.565  0.604
O  -1.383  1.039  -0.403
F  3.523  -0.854  0.110
F  2.119  1.882  -0.224
F  -0.808  -0.742  0.783
H  1.880  -1.496  0.953
H  -0.466  0.998  1.564
H  -1.559  0.331  -1.044

Its net charge is 0. As for the HOMO energy: -9.17 eV. For the molar mass, the calculation gives 112.050 g mol⁻¹.

2) Below is one molecule with the formula C3H3F3O, with properties calculated with wB97M-V/def2-TZVPD.

Positions of all 10 atoms, in Å:
O  -2.174  -0.791  -0.693
C  -1.324  -0.882  0.070
C  -0.186  0.432  0.473
C  1.081  0.413  -0.311
F  1.962  1.281  0.065
F  1.649  -0.813  -0.130
F  0.907  0.492  -1.681
H  -1.196  -1.958  0.517
H  -0.710  1.288  0.162
H  -0.009  0.538  1.529

The structure (SMILES) is O=CCC(F)(F)F. Its net charge is 0. As for the HOMO energy: -10.32 eV. For the molar mass, the calculation gives 112.050 g mol⁻¹.

3) Below is a 2-piece molecular cluster, C3H3F3O overall, with properties calculated with wB97M-V/def2-TZVPD.

Positions of all 10 atoms, in Å:
O  1.823  1.163  -1.474
C  2.021  0.288  -0.714
C  1.959  -0.557  0.281
F  2.794  -1.559  0.575
H  1.037  -0.340  0.827
F  -1.560  -0.562  -0.936
C  -1.978  0.263  0.069
F  -1.147  -0.047  1.108
H  -3.134  0.042  0.316
H  -1.814  1.310  -0.051

The structure (SMILES) is O=C=CF.FCF. Its net charge is 0. As for the HOMO energy: -9.10 eV. For the molar mass, the calculation gives 112.050 g mol⁻¹.

Name the most stable of them. 2).

1) Below is a 2-piece molecular cluster, C5H13NO overall, with properties calculated with wB97M-V/def2-TZVPD.

Positions of all 20 atoms, in Å:
C  -0.002  -0.184  1.376
C  -1.028  0.142  2.481
C  0.854  0.938  0.891
O  1.281  0.977  -0.302
N  1.226  1.942  1.662
H  0.625  -1.058  1.563
H  -0.537  -0.513  0.481
H  -1.259  -0.766  3.016
H  -1.945  0.495  2.038
H  1.909  2.580  1.276
H  0.764  2.156  2.532
H  -0.647  0.885  3.189
C  -0.926  -1.004  -2.505
C  0.590  -0.912  -2.494
H  -1.265  -1.961  -2.111
H  -1.411  -0.205  -1.946
H  -1.273  -0.905  -3.529
H  1.028  -0.510  -1.557
H  0.936  -0.252  -3.283
H  1.081  -1.846  -2.776

Its net charge is +1. As for the spin multiplicity: 2. As for the HOMO energy (alpha / beta): -15.23 / -15.18 eV. For the molar mass, the calculation gives 103.165 g mol⁻¹.

2) Below is an isolated ion of composition C5H13NO and charge +1, with properties calculated with wB97M-V/def2-TZVPD.

Positions of all 20 atoms, in Å:
C  -2.279  0.388  1.101
C  -1.511  1.075  -0.097
N  -0.731  0.057  -0.747
C  1.379  -0.761  -1.685
C  0.723  0.009  -0.574
C  1.071  -0.400  0.876
O  2.351  0.199  1.159
H  -1.511  -0.138  1.706
H  -2.868  1.021  1.834
H  -2.873  -0.395  0.678
H  -2.147  1.413  -0.961
H  -0.819  1.877  0.349
H  -1.058  -0.831  -1.022
H  2.412  -0.451  -1.647
H  1.355  -1.925  -1.773
H  0.815  -0.350  -2.699
H  1.074  1.138  -0.720
H  1.158  -1.544  1.098
H  0.422  0.098  1.653
H  3.035  -0.482  1.470

Its net charge is +1. As for the spin multiplicity: 2. As for the HOMO energy (alpha / beta): -14.64 / -14.64 eV. For the molar mass, the calculation gives 103.165 g mol⁻¹.

3) Below is a 2-piece molecular cluster, C5H13NO overall, with properties calculated with wB97M-V/def2-TZVPD.

Positions of all 20 atoms, in Å:
C  -2.550  0.097  -0.305
C  -2.471  -0.011  -1.838
H  -1.827  0.772  0.164
H  -3.529  0.457  -0.106
H  -2.363  -0.857  0.195
H  -2.773  0.956  -2.253
H  -1.479  -0.254  -2.187
H  -3.268  -0.665  -2.191
C  1.260  -0.528  0.818
C  0.825  0.149  2.116
C  2.120  0.417  0.020
O  2.313  1.602  0.222
N  2.992  -0.175  -0.904
H  1.885  -1.353  1.156
H  0.423  -0.878  0.213
H  1.465  0.923  2.536
H  0.531  -0.559  2.890
H  3.778  0.358  -1.288
H  2.791  -1.131  -1.206
H  -0.122  0.681  1.950

Its net charge is +1. As for the spin multiplicity: 2. As for the HOMO energy (alpha / beta): -14.60 / -14.60 eV. For the molar mass, the calculation gives 103.165 g mol⁻¹.

Name the most stable of them. 1).